Record 1
H4O2 | ωB97M-V/def2-TZVPD

Computed properties:
Strongest force on any atom   1.49 eV Å⁻¹
Energy relative to the best compared isomer or geometry (same formula, charge and spin)   7.2 kcal per mole
SMILES   O.O

```
! RIJCOSX wB97M-V def2-TZVPD def2/J DEFGRID3
* xyz 0 1
O 1.6741 -0.3125 -0.1270
H 2.4727 0.1172 -0.4745
H 1.1992 0.4615 0.2112
O -1.8490 -0.2389 -0.2661
H -1.7501 0.6701 0.0884
H -1.7467 -0.6974 0.5680
*
```

Record 2
C13H23Br2F3N3O12S3 | ωB97M-V/def2-TZVPD

Computed properties:
Strongest force on any atom   1.13 eV Å⁻¹
Electronic energy   -8218.23403 hartree

```
! RIJCOSX wB97M-V def2-TZVPD def2/J DEFGRID3
* xyz 1 1
N -3.4995 -3.6172 -2.1544
C -2.5818 -3.5721 -3.1061
N -1.7997 -4.6422 -3.4309
C -0.9203 -4.2089 -4.5570
C -1.0268 -2.6672 -4.5516
C 0.1230 -1.8252 -3.9659
C 0.1568 -1.6253 -2.4329
C 1.3581 -2.2066 -1.7019
F 2.4980 -1.7002 -2.2452
Br 1.4461 -4.1502 -1.9150
C 1.3926 -1.8995 -0.1573
F 2.6576 -1.8132 0.2452
F 0.8149 -2.8915 0.5333
Br 0.4631 -0.2748 0.3135
N -2.3119 -2.4812 -3.8326
H -4.1726 -2.8699 -2.0622
H -3.5620 -4.3944 -1.5172
H -2.3433 -5.4727 -3.6418
H 0.0914 -4.5908 -4.4277
H -1.3258 -4.6286 -5.4833
H -1.1575 -2.3405 -5.5874
H 0.0238 -0.8352 -4.4262
H 1.0740 -2.2327 -4.3276
H 0.1665 -0.5526 -2.2263
H -0.7519 -2.0161 -1.9583
H -2.4891 -1.5828 -3.3962
C 4.1337 -2.1201 3.5357
C 2.7043 -2.5610 3.7851
O 2.8336 -3.5869 4.7753
S 4.0444 -3.2453 5.7657
O 3.5520 -2.6042 6.9296
O 4.8770 -4.3878 5.8496
O 4.7273 -2.1329 4.8391
H 4.6682 -2.8218 2.8929
H 4.2052 -1.1155 3.1281
H 2.2300 -2.9816 2.9030
H 2.0932 -1.7508 4.1879
C -3.9935 3.2178 1.5480
C -2.6163 3.4892 0.9777
O -1.9385 2.2200 1.1171
S -2.9756 1.0293 0.9340
O -2.9148 0.5391 -0.4045
O -2.8203 0.1290 2.0182
O -4.3009 1.8841 1.0886
H -3.9944 3.2193 2.6382
H -4.7500 3.9012 1.1751
H -2.0712 4.2555 1.5168
H -2.6595 3.7506 -0.0795
C 1.8881 5.9702 1.2289
C 1.3156 7.2032 1.9013
O 0.5032 7.7987 0.8757
S -0.1499 6.6713 -0.0338
O -1.4684 6.3868 0.4191
O 0.0984 6.9790 -1.3926
O 0.7919 5.4695 0.4404
H 2.7165 6.2160 0.5641
H 2.1894 5.2011 1.9340
H 2.0740 7.9199 2.2009
H 0.6836 6.9490 2.7535
*
```